No. 1
The following is a quantum chemistry calculation of C22H23N3O2S as an isolated structure, from the OMol25 dataset.

Structure (ORCA input):
```
! wB97M-V def2-TZVPD RIJCOSX def2/J DEFGRID3
* xyz 0 1
C 0.114 -2.203 1.719
H -4.863 -1.515 0.454
H -1.124 -2.103 -2.601
H -1.346 1.258 -2.310
C 3.848 1.149 -0.563
N 0.310 -2.794 2.814
C -0.525 -0.998 3.961
O 2.244 0.553 -2.512
C -0.783 -0.375 2.890
H 6.596 1.097 1.771
H -2.479 -2.103 0.770
C -0.070 -2.180 4.084
C -4.194 0.985 -2.160
C -0.519 -0.394 0.276
S 2.807 -0.216 -1.477
H -0.889 -0.176 5.083
N -1.030 -1.307 -0.733
C -0.884 -0.931 -1.955
H 2.066 -1.299 0.131
C -3.157 0.098 -2.068
H 6.019 3.337 1.540
C -1.697 0.364 -2.310
C -0.493 -0.884 1.635
H 2.837 2.734 -1.436
H 5.110 -0.618 0.351
H -1.232 0.566 0.536
H 0.709 0.866 -0.973
C -5.644 0.118 -0.681
C 4.563 3.167 0.110
H -1.949 0.262 -3.544
H 0.155 -2.864 4.902
O 3.580 -1.455 -1.651
H 4.118 4.368 -0.133
C -5.393 0.815 -1.756
H 1.112 1.207 0.748
H -2.414 -2.597 -0.952
H -6.197 1.688 -1.921
H -3.896 1.655 -3.058
C -3.296 -0.929 -0.813
H -6.758 -0.201 -0.195
C 0.805 0.443 -0.113
H -1.191 0.712 2.808
C 5.481 2.863 0.809
H 0.189 -0.570 -2.201
C 3.545 2.327 -0.741
C -4.734 -0.773 -0.429
C -2.287 -1.836 -0.234
H 0.290 -2.870 1.090
N 1.722 -0.637 -0.427
C 5.039 0.721 0.459
C 5.785 1.475 1.007
*
```

As for the molar mass: 393.51 g mol⁻¹. The total energy is -42568.1841 eV. As for the largest force on an atom: 18.6 eV/Å. For the orbital gap, the calculation gives 8.692 eV. Its LUMO energy is 0.01483 hartree. The value obtained for the energy above the lowest of the compared OMol25 structures with the same formula, charge and spin is 2096.5 kJ/mol.

---

No. 2
The following is a quantum chemistry calculation of an isolated molecule of C22H23N3O3S, from the OMol25 dataset.

Structure (ORCA input):
```
! wB97M-V def2-TZVPD RIJCOSX def2/J DEFGRID3
* xyz 0 1
C 4.007 1.860 1.758
C 3.875 0.575 1.184
C -1.099 -0.092 -1.370
C -0.987 1.432 2.103
O -4.198 -3.188 -1.211
H -0.507 0.731 -1.772
C 3.076 3.748 4.410
H 5.945 0.273 0.697
C -0.822 1.280 0.596
C -3.972 -3.689 -4.015
S 0.207 2.660 2.694
C -3.723 -2.499 -3.376
H -0.791 0.508 2.641
C 2.391 -1.266 0.581
H -4.161 -4.626 -3.534
C -3.668 -2.087 -5.507
H -0.588 -1.041 -1.565
H -2.973 0.863 -1.847
H -2.407 -0.283 -3.077
C 3.016 3.875 2.886
H 1.393 -1.677 0.561
C 2.573 0.012 1.142
H 3.940 3.157 4.708
H 5.581 -1.963 -0.278
O -3.540 -1.523 -4.298
C -3.394 -0.959 0.054
H 3.154 4.732 4.865
N -1.206 0.094 0.062
H 2.177 3.265 4.783
C 4.954 -0.159 0.662
H 2.143 4.470 2.611
H -3.901 -0.010 0.260
C -1.995 -0.941 0.685
H -1.974 1.826 2.348
C -3.742 -2.299 -1.917
H 4.988 2.317 1.802
N 1.504 0.672 1.626
C 3.462 -1.955 0.081
H -4.077 -4.114 -6.198
H -1.511 -1.908 0.507
N -3.299 -1.132 -1.380
C 1.666 1.861 2.136
C -3.929 -3.419 -5.398
H -3.554 -1.445 -6.359
H -2.083 -0.787 1.758
C 4.750 -1.401 0.122
C 2.916 2.527 2.244
H -3.982 -1.787 0.453
C -2.494 -0.110 -2.009
H 3.324 -2.936 -0.349
H 3.913 4.383 2.527
O -0.377 2.177 -0.090
*
```

As for the molar mass: 409.51 g mol⁻¹. The total energy is -44635.9906 eV. The SMILES is CCc1cc2ccccc2nc1SCC(=O)N1CCN(C(=O)c2ccco2)CC1. As for the largest force on an atom: 1.3 eV/Å. For the orbital gap, the calculation gives 8.556 eV. Its LUMO energy is 0.01343 hartree. The value obtained for the energy above the lowest of the compared OMol25 structures with the same formula, charge and spin is 117.8 kJ/mol.